Here is a cluster of 8 separate species, C31H46O24 in total from the Open Molecules 2025 dataset. Energies are from wB97M-V/def2-TZVPD.

The electronic energy is -3014.62459 hartree. For the frontier orbital gap, the calculation gives 10.28 eV. As for the structure (SMILES): C[C@H]1COC(=O)O1.C[C@H]1COC(=O)O1.C[C@H]1COC(=O)O1.C[C@H]1COC(=O)O1.C[C@H]1COC(=O)O1.C[C@H]1COC(=O)O1.C[C@H]1COC(=O)O1.O=C1OCCO1. The calculation puts the HOMO energy at -10.28 eV. As for the energy above the lowest of the compared OMol25 structures with the same formula, charge and spin: 329.8 kJ/mol.

Atoms and positions in Å:
C 4.877 -3.951 -2.323
C 4.919 -2.637 -1.515
C 5.506 -1.449 -2.261
O 4.771 -0.340 -1.857
C 3.631 -0.762 -1.259
O 2.834 -0.047 -0.656
O 3.586 -2.143 -1.303
H 4.190 -4.619 -1.802
H 5.878 -4.381 -2.359
H 4.605 -3.769 -3.363
H 5.501 -2.626 -0.593
H 5.348 -1.648 -3.321
H 6.574 -1.469 -2.046
C -4.375 -1.033 2.247
C -5.426 0.006 1.799
C -4.756 1.010 0.818
O -5.854 1.190 -0.087
C -6.767 0.260 0.019
O -7.776 0.271 -0.669
O -6.463 -0.555 1.051
H -3.495 -0.520 2.633
H -4.061 -1.724 1.464
H -4.850 -1.639 3.019
H -5.828 0.540 2.659
H -3.836 0.625 0.379
H -4.553 1.959 1.315
C -1.966 -2.950 -3.994
C -1.358 -3.749 -2.778
C -1.593 -5.234 -2.918
O -0.354 -5.866 -2.893
C 0.610 -4.915 -2.878
O 1.827 -5.102 -2.748
O 0.078 -3.640 -2.897
H -1.863 -3.468 -4.948
H -1.603 -1.925 -4.072
H -3.049 -2.881 -3.890
H -1.636 -3.316 -1.816
H -2.227 -5.423 -3.784
H -2.189 -5.513 -2.049
C 0.623 -2.944 1.043
C -0.826 -3.339 1.335
C -1.230 -4.805 1.445
O -2.081 -4.728 2.536
C -1.979 -3.648 3.214
O -2.471 -3.356 4.275
O -1.173 -2.782 2.574
H 1.357 -3.664 1.406
H 0.813 -1.964 1.481
H 0.848 -2.732 -0.002
H -1.457 -2.859 0.587
H -0.317 -5.401 1.425
H -1.815 -4.958 0.538
C 1.023 3.219 -3.797
C 2.380 2.762 -3.127
C 3.557 2.677 -4.100
O 4.503 3.559 -3.600
C 4.048 4.103 -2.424
O 4.608 4.770 -1.563
O 2.782 3.783 -2.257
H 0.242 3.475 -3.081
H 0.646 2.508 -4.532
H 1.196 4.159 -4.320
H 2.284 1.885 -2.487
H 3.272 3.106 -5.061
H 4.052 1.723 -4.279
C 3.259 5.080 2.465
C 2.383 5.986 1.681
C 3.175 6.854 0.624
O 2.383 6.816 -0.511
C 1.472 5.750 -0.417
O 0.735 5.344 -1.305
O 1.612 5.202 0.805
H 3.962 5.690 3.031
H 3.774 4.417 1.769
H 2.724 4.365 3.090
H 1.808 6.589 2.383
H 4.146 6.412 0.399
H 3.303 7.847 1.055
C -0.795 0.294 -1.914
C -0.196 1.009 -0.659
C -0.789 2.350 -0.344
O -1.452 2.082 0.867
C -1.096 0.883 1.326
O -1.466 0.492 2.448
O -0.488 0.135 0.384
H -1.787 -0.111 -1.713
H -0.084 -0.501 -2.142
H -0.838 1.017 -2.729
H 0.865 1.195 -0.829
H -1.518 2.617 -1.110
H -0.200 3.267 -0.350
O -5.394 0.004 7.408
C -4.224 -0.020 6.971
O -3.800 0.290 5.763
C -2.479 -0.047 5.535
C -2.022 -0.514 6.831
O -3.157 -0.480 7.640
H -2.464 -0.778 4.727
H -1.975 0.852 5.180
H -1.299 0.075 7.394
H -1.818 -1.577 6.697

Atomic partial charges in e from the Löwdin method, atoms 1 to 8: -0.005, -0.307, -0.140, 0.077, -0.466, 0.122, 0.065, 0.076

=====

Here is a cluster of 2 separate species, C5H3F3NO3P in total from the Open Molecules 2025 dataset. Energies are from wB97M-V/def2-TZVPD.

The electronic energy is -1113.71709 hartree. For the frontier orbital gap, the calculation gives 6.67 eV. The charge is -2. The calculation puts the HOMO energy at -0.74 eV. As for the energy above the lowest of the compared OMol25 structures with the same formula, charge and spin: 71.7 kJ/mol.

Atoms and positions in Å:
C 1.461 -1.020 -0.467
C 0.053 -1.261 -0.825
C 2.000 0.081 0.045
C -1.839 0.270 -0.724
C 3.230 0.534 0.468
N -0.949 -0.523 -0.622
O -4.090 -0.783 0.424
O -2.714 0.791 1.780
O -4.101 1.543 -0.286
F 3.924 1.385 -0.333
F 3.292 1.028 1.747
F 4.690 -0.680 0.405
P -3.217 0.408 0.417
H 2.161 -1.966 -0.694
H -0.177 -2.151 -1.213
H -3.725 2.345 -0.121

Atomic partial charges in e from the Löwdin method, atoms 1 to 8: -0.160, -0.197, -0.030, -0.069, -0.446, -0.016, -0.380, -0.391

=====

- Look up the frontier orbital gap of the first one.
  10.28 eV

=====

- Among the records above, which one has the highest electronic energy?
  C5H3F3NO3P

=====

- Which formula does entry 1 have?
  C31H46O24